[1]
{
  "formula": "C3H7ClO",
  "method": "ωB97M-V/def2-TZVPD",
  "elements": ["O", "C", "C", "C", "Cl", "H", "H", "H", "H", "H", "H", "H"],
  "coordinates": [[-1.963, -0.961, 0.018], [-1.214, 0.236, 0.110], [0.246, -0.360, -0.107], [1.542, 0.583, -0.050], [2.922, -0.662, 0.062], [-2.914, -0.890, -0.083], [-1.247, 0.691, 1.112], [-1.256, 0.965, -0.697], [0.344, -1.020, -0.914], [0.262, -1.009, 0.670], [1.715, 1.173, -0.980], [1.562, 1.254, 0.859]],
  "lowdin_charge": [-0.070, -0.240, -0.254, -0.485, 0.462, 0.087, 0.117, 0.107, 0.079, 0.046, 0.069, 0.082],
  "homo_lumo_gap_ev": 11.27,
  "smiles": "OCCCCl",
  "homo_energy_ev": -10.43,
  "total_charge": 0,
  "total_energy_ha": -653.89422,
  "fmax_ev_per_a": 3.6
}



[2]
{
  "formula": "C2H8NO2",
  "method": "ωB97M-V/def2-TZVPD",
  "elements": ["C", "O", "C", "N", "H", "H", "H", "H", "H", "H", "H", "H", "O"],
  "coordinates": [[1.186, -0.584, 0.144], [0.171, -1.464, -0.124], [0.582, 0.642, 0.943], [-0.495, 1.302, 0.238], [2.048, -1.001, 0.679], [1.545, -0.087, -0.769], [0.258, 0.387, 2.008], [1.372, 1.442, 0.961], [-0.177, 1.637, -0.683], [-1.299, 0.659, 0.082], [-2.427, -1.203, -0.915], [-0.932, -0.923, -1.088], [-1.832, -0.807, -1.476]],
  "lowdin_charge": [-0.273, -0.007, -0.242, -0.013, 0.113, 0.122, 0.134, 0.124, 0.089, 0.066, -0.015, -0.035, -0.063],
  "homo_lumo_gap_ev": [10.56, 7.34],
  "s_squared": 0.76,
  "homo_energy_ev": [-9.67, -9.76],
  "total_charge": 0,
  "multiplicity": 2,
  "total_energy_ha": -286.13410,
  "fmax_ev_per_a": 3.6
}



[3]
{
  "formula": "C3H4NO",
  "method": "ωB97M-V/def2-TZVPD",
  "elements": ["C", "C", "C", "N", "O", "H", "H", "H", "H"],
  "coordinates": [[-2.496, 0.225, 0.165], [-0.301, 0.691, -0.250], [-0.516, -0.833, -0.227], [-1.328, 1.207, 0.112], [-1.936, -0.865, 0.085], [-1.782, 1.717, -0.804], [0.802, 0.938, -0.218], [-0.448, -1.354, -1.272], [-0.058, -1.487, 0.464]],
  "lowdin_charge": [0.046, 0.002, -0.003, 0.104, 0.017, 0.282, 0.201, 0.210, 0.140],
  "homo_lumo_gap_ev": 8.14,
  "homo_energy_ev": -15.43,
  "total_charge": 1,
  "total_energy_ha": -246.22524,
  "fmax_ev_per_a": 10.9
}



[4]
{
  "formula": "C23H30N3O2",
  "method": "ωB97M-V/def2-TZVPD",
  "elements": ["C", "N", "C", "C", "C", "C", "C", "C", "C", "C", "C", "C", "C", "C", "N", "C", "C", "C", "C", "C", "C", "H", "H", "H", "H", "H", "H", "H", "H", "H", "H", "H", "H", "H", "H", "H", "H", "H", "H", "H", "H", "H", "C", "C", "O", "C", "C", "N", "O", "H", "H", "H", "H", "H", "H", "H", "H", "H"],
  "coordinates": [[6.899, 1.750, -0.530], [5.925, 0.749, -0.203], [6.330, -0.622, 0.030], [5.011, -1.348, 0.366], [3.953, -0.304, 0.220], [4.575, 0.916, -0.134], [3.823, 2.076, -0.379], [2.439, 1.994, -0.329], [1.782, 0.821, 0.185], [0.394, 0.739, 0.481], [-0.551, 1.779, 0.683], [-1.934, 1.420, 0.841], [-2.910, 2.384, 0.919], [-2.561, 3.747, 0.766], [-3.685, 4.517, 0.763], [-3.758, 5.937, 0.574], [-4.891, 3.745, 0.967], [-4.391, 2.290, 1.080], [-1.220, 4.148, 0.658], [-0.228, 3.183, 0.753], [2.591, -0.346, 0.398], [6.456, 2.747, -0.436], [7.757, 1.664, 0.156], [7.285, 1.624, -1.556], [6.801, -1.040, -0.872], [7.053, -0.676, 0.856], [4.873, -2.188, -0.326], [5.066, -1.748, 1.387], [4.339, 3.004, -0.603], [1.835, 2.826, -0.691], [-0.002, -0.276, 0.581], [-2.211, 0.366, 0.871], [-2.750, 6.353, 0.481], [-4.336, 6.186, -0.333], [-4.271, 6.408, 1.427], [-5.401, 4.074, 1.884], [-5.582, 3.870, 0.122], [-4.856, 1.675, 0.301], [-4.686, 1.889, 2.058], [-0.991, 5.200, 0.518], [0.813, 3.484, 0.871], [2.117, -1.269, 0.731], [-2.245, -6.594, -3.234], [-2.755, -6.604, -1.820], [-2.479, -5.266, -1.321], [-2.685, -5.111, -0.010], [-2.534, -3.652, 0.381], [-1.121, -3.341, 0.506], [-2.949, -5.997, 0.777], [-2.436, -7.564, -3.694], [-2.740, -5.817, -3.820], [-1.170, -6.398, -3.251], [-3.839, -6.787, -1.798], [-2.233, -7.365, -1.223], [-2.987, -3.051, -0.414], [-3.074, -3.556, 1.326], [-0.991, -2.520, 1.083], [-0.664, -4.125, 0.973]],
  "lowdin_charge": [-0.023, -0.120, -0.121, -0.081, -0.143, -0.154, 0.020, 0.001, -0.194, 0.072, -0.191, 0.046, -0.144, -0.150, -0.117, -0.019, -0.120, -0.081, 0.022, 0.008, 0.047, 0.085, 0.103, 0.106, 0.132, 0.130, 0.128, 0.128, 0.109, 0.112, 0.111, 0.127, 0.084, 0.106, 0.105, 0.132, 0.132, 0.127, 0.129, 0.109, 0.111, 0.130, -0.078, -0.211, -0.005, -0.503, -0.190, 0.009, 0.109, 0.082, 0.081, 0.082, 0.134, 0.128, 0.118, 0.118, 0.047, 0.083],
  "homo_lumo_gap_ev": 5.80,
  "homo_energy_ev": -10.08,
  "total_charge": 1,
  "total_energy_ha": -1208.94277,
  "fmax_ev_per_a": 1.4
}



Question: Number 4 is which compound?
Answer: C23H30N3O2